DFT (ωB97M-V with the def2-TZVPD basis set) results for C37H30BrCsF3IN4O3S2 as an isolated structure.

For the orbital gap, the calculation gives 0.21085 Eh. The total energy is -5860.5630 a.u. The LUMO energy comes out at 3.79 eV. The calculation puts the energy relative to the best compared isomer or geometry (same formula, charge and spin) at 38.5 kJ/mol.

Structure (ORCA input):
```
! wB97M-V def2-TZVPD RIJCOSX def2/J DEFGRID3
* xyz -2 1
Cs 0.61502 1.23248 0.31654
C -1.47655 3.47261 -3.33028
C -1.93003 2.06758 -3.10212
N -3.17918 1.74339 -3.34917
C -3.57701 0.47569 -3.12197
C -2.74398 -0.50928 -2.65624
C -3.28906 -1.89357 -2.43931
O -2.73637 -2.88608 -3.31053
C -1.38158 -0.21649 -2.42044
C -0.51731 -1.29502 -1.95504
N 0.71184 -1.56471 -2.18907
C 1.48496 -0.82515 -3.10739
C 1.04361 -0.60046 -4.41182
C 1.85575 0.05323 -5.32641
C 3.11663 0.48666 -4.95029
C 3.57032 0.24914 -3.65734
C 2.77558 -0.41330 -2.73762
I 3.53697 -0.81938 -0.77746
C -0.93770 1.13120 -2.60058
O 0.22044 1.54746 -2.30772
H -2.26419 4.04030 -3.82343
H -1.22663 3.94905 -2.37735
H -0.56046 3.48583 -3.92363
H -4.62004 0.25463 -3.33202
H -3.15024 -2.20264 -1.39605
H -4.36041 -1.88605 -2.63791
H -1.77836 -2.83280 -3.24423
H -1.01156 -2.01811 -1.29932
H 0.05276 -0.93285 -4.70087
H 1.49406 0.23059 -6.33294
H 3.75027 1.00644 -5.66077
H 4.55828 0.58169 -3.35903
S -0.61819 4.24596 3.63246
C -1.95136 3.63611 2.74113
C -3.28148 3.84493 3.20257
C -4.35450 3.34973 2.49921
C -4.14334 2.62582 1.31708
C -2.81921 2.46746 0.94531
N -1.75764 2.93690 1.58913
H -3.42189 4.40013 4.11870
H -5.36244 3.51982 2.86735
H -4.94694 2.21622 0.72481
H -2.60038 1.91419 0.02768
Br 3.62305 3.76922 -2.19466
C 3.22331 4.41054 -0.44739
C 3.24271 5.77473 -0.20173
C 2.90428 6.19019 1.07782
C 2.57067 5.24806 2.03509
C 2.60469 3.91045 1.67399
N 2.92637 3.50120 0.44755
H 3.49245 6.47139 -0.98820
H 2.88092 7.24689 1.31412
H 2.24473 5.52367 3.02705
H 2.33159 3.13758 2.38750
F 3.52075 -1.08646 2.77542
C 4.29095 -1.62263 1.73635
F 5.55470 -1.44725 2.28912
F 4.09200 -3.01117 1.90887
O 0.11649 -0.83603 2.05743
S 0.87655 -2.10582 1.78659
C 1.00103 -2.93259 3.36725
C 0.33076 -2.40176 4.45549
C 0.41338 -3.05606 5.67389
C 1.16129 -4.22209 5.79258
C 1.84077 -4.72944 4.69534
C 1.76896 -4.07891 3.47059
C -0.34179 -3.19563 1.03111
C 0.09506 -4.07156 0.04626
C -0.83156 -4.87109 -0.61539
C -2.17597 -4.77354 -0.29763
C -2.60215 -3.87689 0.67894
C -1.68665 -3.07730 1.34197
H -0.23146 -1.48358 4.33204
H -0.10454 -2.65000 6.53386
H 1.22590 -4.73105 6.74665
H 2.44094 -5.62565 4.79394
H 2.32401 -4.44129 2.61413
H 1.14358 -4.08319 -0.23140
H -0.50495 -5.54085 -1.40136
H -2.90014 -5.37244 -0.83654
H -3.65754 -3.78768 0.90475
H -1.99359 -2.34132 2.07497
*
```